a:
A structure of composition C5H14N2O, computed with ωB97M-V/def2-TZVPD.

Output
charge: 0
frontier orbital gap (spin up / spin down): 0.2419 / 0.2418 Eh

XYZ file:
```
22
C5H14N2O ωB97M-V/def2-TZVPD
C -0.572 -1.199 -1.137
C 2.339 -2.366 1.011
N -0.447 -0.264 -0.029
C 1.905 -0.920 0.891
O 2.626 -0.001 1.171
H -0.919 -0.541 0.820
H 0.207 -0.977 -1.864
H -0.445 -2.220 -0.781
H -1.541 -1.081 -1.629
H 3.368 -2.451 1.367
H 1.673 -2.886 1.701
H 2.255 -2.849 0.036
C -0.315 2.167 -0.946
C -2.165 1.667 0.475
N -1.331 1.201 -0.606
H 0.684 -0.010 0.368
H 0.342 1.756 -1.713
H -2.902 0.903 0.732
H 0.309 2.476 -0.086
H -0.781 3.082 -1.331
H -1.593 1.938 1.383
H -2.696 2.576 0.168
```

These are the Löwdin partial charges, in e, on atoms 1 to 6: number 1, C, carries -0.099; number 2, C, carries -0.114; number 3, N, carries -0.018; number 4, C, carries -0.410; number 5, O, carries -0.064; number 6, H, carries 0.108



b:
An isolated molecule of C5H14N2O, computed with ωB97M-V/def2-TZVPD.

Output
charge: 0
frontier orbital gap: 0.3490 Eh
SMILES: CN(C)C[C@H](N)CO

XYZ file:
```
22
C5H14N2O ωB97M-V/def2-TZVPD
C -1.005 -0.204 -1.928
N 0.221 -0.522 -1.224
C 1.285 -0.661 -2.251
C 0.663 0.457 -0.237
C -0.319 0.539 0.972
N 0.059 1.740 1.702
C -0.367 -0.746 1.837
O -0.416 -0.397 3.229
H -1.879 -0.037 -1.302
H -0.896 0.709 -2.555
H -1.208 -1.023 -2.619
H 0.978 -1.537 -2.823
H 1.428 0.227 -2.869
H 2.133 -1.118 -1.730
H 0.862 1.451 -0.630
H 1.524 0.007 0.275
H -1.325 0.691 0.568
H -0.729 2.200 2.128
H 0.742 1.590 2.443
H -1.126 -1.454 1.509
H 0.607 -1.254 1.831
H -1.230 -0.659 3.672
```

These are the Löwdin partial charges, in e, on atoms 1 to 6: number 1, C, carries -0.120; number 2, N, carries -0.270; number 3, C, carries -0.103; number 4, C, carries -0.189; number 5, C, carries -0.368; number 6, N, carries 0.033



c:
A cluster of 2 separate species, C5H14N2O in total, computed with ωB97M-V/def2-TZVPD.

Output
charge: 0
frontier orbital gap: 0.3398 Eh
SMILES: CN[C@@H](C)O.C=CN

XYZ file:
```
22
C5H14N2O ωB97M-V/def2-TZVPD
C -2.254 -0.177 -0.186
N -1.112 0.710 -0.053
C -0.006 0.425 -0.904
C -0.322 0.227 -2.382
O 0.962 1.442 -0.734
H -2.979 0.078 0.586
H -1.979 -1.235 -0.060
H -2.742 -0.048 -1.153
H -0.674 0.482 0.991
H 0.526 -0.500 -0.491
H -0.898 -0.679 -2.548
H 0.605 0.163 -2.947
H -0.900 1.075 -2.745
H 0.481 2.279 -0.776
C 0.341 -0.432 2.229
C 1.364 -0.966 1.501
N 2.550 -0.307 1.256
H 0.480 0.520 2.722
H -0.357 -1.101 2.707
H 1.394 -2.031 1.299
H 3.060 -0.627 0.445
H 2.461 0.700 1.240
```

These are the Löwdin partial charges, in e, on atoms 1 to 6: number 1, C, carries -0.145; number 2, N, carries -0.099; number 3, C, carries -0.556; number 4, C, carries -0.039; number 5, O, carries -0.047; number 6, H, carries 0.076



d:
An isolated molecule of C5H14N2O, computed with ωB97M-V/def2-TZVPD.

Output
charge: 0
frontier orbital gap: 0.3392 Eh
SMILES: CN(CCN)CCO

XYZ file:
```
22
C5H14N2O ωB97M-V/def2-TZVPD
C -0.319 0.177 1.265
N -0.134 -0.700 0.100
C 1.220 -0.768 -0.464
C 2.392 -0.654 0.554
N 2.932 0.677 0.763
C -1.106 -0.494 -0.980
C -2.450 0.008 -0.547
O -2.466 1.440 -0.694
H -0.573 1.217 1.095
H 0.496 -0.017 1.957
H -1.100 -0.292 1.882
H 1.261 -1.711 -1.024
H 1.391 -0.153 -1.380
H 3.198 -1.289 0.196
H 2.006 -1.132 1.463
H 3.299 1.026 -0.111
H 2.205 1.326 1.043
H -1.206 -1.455 -1.510
H -0.817 0.144 -1.831
H -3.128 -0.318 -1.362
H -2.903 -0.335 0.391
H -2.734 1.897 0.096
```

These are the Löwdin partial charges, in e, on atoms 1 to 6: number 1, C, carries -0.093; number 2, N, carries -0.190; number 3, C, carries -0.214; number 4, C, carries -0.279; number 5, N, carries -0.005; number 6, C, carries -0.214



b is favored, and the nearest alternative lies 7.3 kJ/mol above it.



a:
An isolated molecule of C19H23N3O6S, computed with ωB97M-V/def2-TZVPD.

Output
charge: 0
frontier orbital gap: 0.3038 Eh
SMILES: CCN(CC)S(=O)(=O)c1ccc(OC)c(NC(=O)c2cccc(C)c2[N+](=O)[O-])c1

XYZ file:
```
52
C19H23N3O6S ωB97M-V/def2-TZVPD
C 2.000 2.878 -0.948
C 1.236 2.390 -2.171
N 0.308 1.325 -1.804
C 0.204 0.211 -2.724
C -0.233 0.572 -4.143
S -1.185 1.930 -1.298
O -1.999 2.348 -2.408
O -0.923 2.900 -0.279
C -1.923 0.484 -0.550
C -3.144 0.016 -0.980
C -3.713 -1.080 -0.347
C -3.043 -1.712 0.690
O -3.509 -2.795 1.370
C -4.800 -3.278 1.076
C -1.775 -1.237 1.111
N -1.166 -1.935 2.145
C 0.116 -1.951 2.595
O 0.435 -2.616 3.557
C 1.174 -1.268 1.774
C 1.582 -1.835 0.578
C 2.684 -1.315 -0.080
C 3.385 -0.253 0.459
C 3.009 0.339 1.662
C 3.782 1.495 2.199
C 1.885 -0.188 2.306
N 1.358 0.382 3.520
O 0.165 0.244 3.703
O 2.107 0.967 4.267
C -1.243 -0.116 0.495
H 2.701 3.657 -1.238
H 2.545 2.051 -0.502
H 1.302 3.277 -0.220
H 0.686 3.222 -2.626
H 1.936 1.993 -2.910
H -0.521 -0.478 -2.283
H 1.179 -0.289 -2.741
H 0.523 1.174 -4.642
H -1.158 1.140 -4.106
H -0.390 -0.335 -4.721
H -3.642 0.517 -1.794
H -4.676 -1.435 -0.675
H -5.560 -2.508 1.236
H -4.864 -3.651 0.050
H -4.967 -4.101 1.769
H -1.797 -2.524 2.678
H 1.046 -2.681 0.175
H 3.007 -1.753 -1.013
H 4.252 0.129 -0.059
H 4.299 1.209 3.114
H 3.125 2.324 2.454
H 4.514 1.835 1.470
H -0.315 0.323 0.811
```

These are the Löwdin partial charges, in e, on atoms 1 to 6: number 1, C, carries -0.068; number 2, C, carries -0.252; number 3, N, carries -0.247; number 4, C, carries -0.263; number 5, C, carries -0.072; number 6, S, carries 0.686



b:
An isolated molecule of C19H23N3O6S, computed with ωB97M-V/def2-TZVPD.

Output
charge: 0
frontier orbital gap: 0.2898 Eh
SMILES: CCN(CC)S(=O)(=O)c1ccc(NC[C@@H]2COc3ccccc3O2)c([N+](=O)[O-])c1

XYZ file:
```
52
C19H23N3O6S ωB97M-V/def2-TZVPD
C -3.170 -1.539 -2.004
C -4.474 -1.827 -1.260
N -4.812 -0.789 -0.316
C -5.862 0.155 -0.613
C -5.480 1.163 -1.694
S -4.260 -0.971 1.228
O -4.130 -2.366 1.541
O -5.033 -0.133 2.096
C -2.602 -0.289 1.143
C -1.495 -1.076 1.454
C -0.232 -0.548 1.396
C -0.009 0.795 1.012
N 1.227 1.311 0.961
C 2.447 0.602 1.238
C 3.653 1.497 0.905
C 3.816 1.656 -0.613
O 4.034 0.404 -1.219
C 4.993 -0.346 -0.580
C 5.562 -1.417 -1.257
C 6.537 -2.184 -0.649
C 6.958 -1.880 0.636
C 6.385 -0.828 1.324
C 5.392 -0.063 0.727
O 4.834 0.962 1.458
C -1.154 1.571 0.675
N -1.071 2.910 0.220
O -2.089 3.455 -0.156
O 0.026 3.470 0.203
C -2.434 1.014 0.766
H -2.982 -2.325 -2.731
H -2.338 -1.504 -1.306
H -3.225 -0.587 -2.525
H -5.296 -1.936 -1.972
H -4.374 -2.759 -0.698
H -6.072 0.668 0.326
H -6.769 -0.383 -0.920
H -5.322 0.666 -2.648
H -4.574 1.700 -1.426
H -6.285 1.884 -1.812
H -1.666 -2.100 1.746
H 0.615 -1.160 1.656
H 1.284 2.298 0.719
H 2.509 0.324 2.299
H 2.503 -0.313 0.636
H 3.526 2.478 1.377
H 4.666 2.324 -0.809
H 2.916 2.070 -1.069
H 5.225 -1.623 -2.260
H 6.975 -3.012 -1.183
H 7.730 -2.469 1.108
H 6.686 -0.579 2.329
H -3.290 1.629 0.541
```

These are the Löwdin partial charges, in e, on atoms 1 to 6: number 1, C, carries -0.062; number 2, C, carries -0.244; number 3, N, carries -0.267; number 4, C, carries -0.250; number 5, C, carries -0.067; number 6, S, carries 0.675



a is favored, and the nearest alternative lies 33.3 kJ/mol above it.



a:
An isolated molecule of C4H5FN2O, computed with ωB97M-V/def2-TZVPD.

Output
charge: 0
frontier orbital gap: 0.3540 Eh
SMILES: COc1cc(F)[nH]n1

XYZ file:
```
13
C4H5FN2O ωB97M-V/def2-TZVPD
C 2.141 -0.467 0.094
O 1.492 0.837 0.003
C 0.153 0.644 0.026
C -0.560 -0.631 -0.227
C -1.861 -0.211 -0.143
F -3.045 -0.677 0.138
N -1.962 1.152 0.105
N -0.682 1.693 -0.021
H 3.175 -0.327 0.108
H 1.924 -1.203 0.918
H 1.978 -1.111 -0.684
H 0.105 -1.513 -0.120
H -2.859 1.815 -0.198
```

These are the Löwdin partial charges, in e, on atoms 1 to 6: number 1, C, carries -0.081; number 2, O, carries -0.024; number 3, C, carries -0.370; number 4, C, carries 0.064; number 5, C, carries -0.356; number 6, F, carries 0.105



b:
An isolated molecule of C4H5FN2O, computed with ωB97M-V/def2-TZVPD.

Output
charge: 0
frontier orbital gap: 0.3646 Eh
SMILES: Oc1cc(CF)[nH]n1

XYZ file:
```
13
C4H5FN2O ωB97M-V/def2-TZVPD
O -1.800 -0.607 -2.276
C -1.138 -0.225 -1.159
C 0.053 -0.834 -0.675
C 0.419 -0.036 0.371
C 1.572 -0.024 1.310
F 1.726 1.203 1.907
N -0.531 0.917 0.489
N -1.413 0.896 -0.525
H -2.649 -0.174 -2.333
H 0.387 -1.815 -1.026
H 2.418 -0.298 0.642
H 1.425 -0.715 2.162
H -0.470 1.712 1.112
```

These are the Löwdin partial charges, in e, on atoms 1 to 6: number 1, O, carries 0.067; number 2, C, carries -0.415; number 3, C, carries 0.034; number 4, C, carries -0.259; number 5, C, carries -0.149; number 6, F, carries -0.033



b is favored, and the nearest alternative lies 233.1 kJ/mol above it.